Record 1
C29H74N9O15 | ωB97M-V with the def2-TZVPD basis set

Geometry (Å):
C: -2.4230 0.6876 20.8019
C: -2.7951 0.1920 19.4060
O: -3.7866 -0.5061 19.1888
N: -1.8752 0.5565 18.2770
H: -1.8128 1.5614 18.1980
H: -0.9722 0.2490 18.6090
C: -2.2434 -0.1127 16.9585
H: -1.4584 0.3308 21.1628
H: -3.0694 0.4577 21.6489
H: -2.3163 1.7721 20.8234
H: -1.4237 0.1145 16.2768
H: -3.1927 0.1726 16.5051
H: -2.1908 -1.1883 17.1266
C: -3.3685 -8.7343 15.4027
C: -4.2084 -7.5152 15.9103
O: -4.4132 -7.3762 17.0911
N: -4.7251 -6.5035 14.9213
H: -4.8048 -6.9580 14.0229
H: -5.6387 -6.2490 15.2687
C: -3.8343 -5.2219 14.8755
H: -3.6273 -9.6666 15.9045
H: -2.3132 -8.5168 15.5673
H: -3.5311 -8.8927 14.3366
H: -2.7805 -5.4770 14.7637
H: -4.0621 -4.7539 15.8332
H: -4.1467 -4.5121 14.1096
C: -0.3601 -4.0950 13.7573
C: 0.2022 -5.1418 14.7082
O: -0.3838 -5.6433 15.6402
N: 1.3931 -5.7867 13.9791
H: 1.3308 -6.5786 13.3552
H: 1.7588 -5.1451 13.2901
C: 2.5815 -6.1020 14.9684
H: -1.2593 -3.7849 14.2896
H: -0.6306 -4.4540 12.7643
H: 0.2453 -3.2485 13.4333
H: 2.2236 -6.8979 15.6215
H: 2.6776 -5.1729 15.5303
H: 3.4872 -6.3455 14.4130
C: 1.1357 -1.2179 15.5844
C: 1.8430 0.1667 15.8905
O: 1.1447 1.0550 16.2283
N: 3.3842 0.3992 16.0102
H: 3.9544 -0.3637 15.6742
H: 3.5603 1.1880 15.4046
C: 3.7164 0.6862 17.5089
H: 0.1022 -1.1361 15.2479
H: 1.2283 -1.9643 16.3733
H: 1.5978 -1.6191 14.6824
H: 4.7641 0.9871 17.5106
H: 3.4306 -0.1338 18.1677
H: 3.2423 1.6473 17.7077
C: -7.4414 1.6431 9.5821
C: -6.9699 1.0540 10.9031
O: -7.3466 1.3954 12.0580
N: -5.9295 -0.1010 10.8196
H: -6.2763 -0.8135 11.4459
H: -5.9767 -0.5852 9.9344
C: -4.5277 0.3771 11.0380
H: -7.7322 2.6912 9.6517
H: -8.2222 0.9698 9.2283
H: -6.6608 1.4284 8.8522
H: -4.5463 0.8694 12.0103
H: -4.3231 0.9860 10.1574
H: -3.9001 -0.5139 11.0538
C: -1.2682 -3.8170 9.8284
C: -2.6116 -4.3409 9.4434
O: -3.0618 -4.2652 8.3305
N: -3.5684 -4.7943 10.5977
H: -3.1896 -5.4686 11.2473
H: -3.6896 -4.0390 11.2571
C: -4.9309 -5.4817 10.1236
H: -0.6750 -4.6172 10.2710
H: -1.1526 -3.0012 10.5420
H: -0.7566 -3.6644 8.8782
H: -5.3649 -4.8016 9.3907
H: -5.6823 -5.6655 10.8915
H: -4.7267 -6.3970 9.5681
C: 1.8421 -0.7523 8.6149
C: 2.5697 -0.1114 9.7571
O: 3.7347 0.2571 9.6293
N: 1.7774 0.3091 10.9697
H: 2.1620 1.1025 11.4624
H: 0.8086 0.4791 10.7405
C: 1.7564 -0.9420 11.9319
H: 2.5360 -1.1919 7.8984
H: 1.4583 0.1201 8.0860
H: 1.0775 -1.4530 8.9504
H: 1.0615 -0.5893 12.6941
H: 2.7898 -1.1038 12.2383
H: 1.3553 -1.8193 11.4244
C: -1.2698 2.4556 13.2874
C: -1.3232 3.9198 13.4177
O: -0.3789 4.6950 13.3307
N: -2.6829 4.4049 13.7964
H: -3.3431 4.3031 13.0389
H: -3.0609 3.8291 14.5351
C: -2.7770 5.9168 14.2382
H: -1.3232 1.8443 14.1883
H: -0.3205 2.1916 12.8212
H: -2.0463 2.1938 12.5686
H: -3.7998 6.2932 14.2547
H: -2.3599 6.5818 13.4819
H: -2.3185 6.0654 15.2158
C: -6.6385 -0.3860 15.1864
C: -8.0060 -0.4822 15.7713
O: -8.4517 0.4739 16.4482
N: -8.8132 -1.7639 15.5378
H: -8.2040 -2.4622 15.1360
H: -9.0427 -2.1159 16.4562
C: -9.9656 -1.5578 14.5002
H: -6.6916 -0.2933 14.1017
H: -5.9903 -1.2557 15.2943
H: -6.1462 0.5082 15.5686
H: -10.5700 -2.4647 14.5184
H: -9.6161 -1.2317 13.5206
H: -10.5398 -0.6986 14.8467
O: -3.9062 -1.2786 13.6970
C: -2.6523 -1.5404 13.2025
O: -1.7685 -0.7487 13.5013
O: -2.5887 -2.4117 12.3391
H: -4.4536 -1.8954 13.2056
O: -7.3812 -3.4511 13.8879
C: -6.7458 -3.0548 12.7568
O: -7.3495 -2.3281 11.9931
O: -5.5153 -3.3481 12.5697
H: -6.5378 -3.7758 14.2116

Energy above the lowest of the compared OMol25 structures with the same formula, charge and spin: 4.113 eV
E_LUMO: -0.58753 Ha
Net charge: +7


Record 2
C29H75BrF4N13O7P6Si | ωB97M-V with the def2-TZVPD basis set

Geometry (Å):
C: -0.5895 -8.9485 0.5442
C: -0.8010 -7.5055 0.0140
C: -2.1974 -7.0097 0.3927
N: -3.0116 -6.0555 -0.3604
C: -4.3126 -6.0318 -0.3400
N: -5.1409 -6.5252 0.6059
F: -6.4887 -6.2984 0.4184
P: -4.7380 -7.3402 2.1131
N: -6.1616 -7.1456 3.0092
O: -4.6583 -8.9591 1.8335
N: -4.9696 -5.2475 -1.2970
P: -6.0970 -5.8370 -2.4243
N: -5.7528 -7.2967 -2.8509
C: -4.6267 -3.8496 -0.9712
N: -4.9886 -3.6084 0.4256
P: -5.9142 -2.6746 -1.8436
N: -7.3948 -2.8720 -0.9810
O: -5.4287 -1.1417 -1.5136
C: -3.1137 -3.6648 -1.3741
C: -2.5863 -2.6662 -0.2591
C: -1.3222 -1.7955 -0.5167
C: -1.6030 -0.3332 -0.7057
F: -1.2635 0.1776 -1.9150
C: -2.1602 0.4568 0.2125
F: -1.9237 0.2914 1.5106
F: -2.9625 1.4759 -0.0687
P: -2.7134 -2.4794 -2.8142
O: -1.3205 -3.1157 -3.4221
Br: -4.0554 -2.6081 -4.6510
C: -2.3039 -5.0626 -1.3165
O: -1.1678 -4.7262 -0.5458
C: 0.1448 -4.6849 -1.0590
C: 1.1057 -4.0835 0.0146
C: 0.5535 -4.1802 1.4361
O: 2.3577 -4.7346 -0.0354
Si: -2.0921 -6.1689 -2.9324
C: -2.9576 -5.7137 -4.5354
C: -2.6703 -7.9722 -2.6734
C: -0.3192 -6.4484 -3.5582
H: -1.3706 -9.2501 1.2421
H: -0.7081 -9.6121 -0.3120
H: 0.3949 -9.0747 0.9774
H: -0.5051 -7.5101 -1.0282
H: -0.0606 -6.9018 0.5331
H: -2.7765 -7.9384 0.4038
H: -2.1426 -6.7198 1.4390
H: -6.9790 -7.4035 2.4538
H: -6.0969 -7.8785 3.7142
H: -3.8213 -9.2544 2.2100
H: -7.3735 -5.8702 -1.8344
H: -6.1077 -5.0015 -3.5525
H: -5.5888 -7.3503 -3.8480
H: -5.2267 -2.6457 0.6114
H: -4.3595 -3.9296 1.1515
H: -7.4236 -3.7861 -0.5401
H: -7.5303 -2.1368 -0.2909
H: -6.1886 -0.5495 -1.4498
H: -2.5351 -3.1302 0.7177
H: -3.3638 -1.9028 -0.2386
H: -0.7713 -1.8124 0.4316
H: -0.5868 -2.1279 -1.2451
H: -1.3125 -2.9792 -4.3792
H: 0.5907 -5.6567 -1.2695
H: 0.3104 -4.0969 -1.9611
H: 1.2725 -3.0290 -0.1971
H: -0.3592 -3.6116 1.5965
H: 1.2885 -3.8627 2.1720
H: 0.3131 -5.2272 1.6461
H: 2.2766 -5.5539 0.4619
H: -2.8600 -6.5910 -5.1777
H: -2.3764 -4.9490 -5.0450
H: -4.0143 -5.4758 -4.5034
H: -3.5582 -8.0614 -2.0528
H: -1.8457 -8.5495 -2.2512
H: -2.8992 -8.4252 -3.6348
H: 0.2208 -5.5059 -3.6267
H: 0.2318 -7.1854 -2.9780
H: -0.3587 -6.8247 -4.5815
O: 0.9931 6.9323 -1.2113
P: 1.2409 5.5047 -1.6265
N: 2.7543 5.2471 -0.8623
C: 3.8228 4.3914 -1.3250
C: 2.6568 5.1904 0.5898
N: 1.4021 5.8013 -3.3454
C: 2.7078 6.0857 -3.9244
C: 0.4440 6.7931 -3.8370
N: 0.9090 3.7758 -1.8903
C: 1.1490 3.1027 -3.1521
C: -0.4511 3.4340 -1.4214
H: 3.6130 3.3208 -1.1748
H: 4.7390 4.6303 -0.7814
H: 4.0597 4.5524 -2.3729
H: 2.2519 4.2244 0.9309
H: 2.0030 5.9795 0.9659
H: 3.6317 5.3402 1.0570
H: 3.2702 6.8360 -3.3538
H: 2.5928 6.4511 -4.9458
H: 3.3148 5.1837 -4.0202
H: 0.7642 7.8197 -3.6316
H: -0.5351 6.6543 -3.3763
H: 0.3150 6.6814 -4.9160
H: 0.5465 3.4871 -3.9790
H: 0.9058 2.0435 -3.0224
H: 2.2016 3.1307 -3.4288
H: -1.2252 3.8566 -2.0747
H: -0.6107 3.8265 -0.4111
H: -0.5868 2.3552 -1.3704
O: 6.0622 6.2208 4.5841
P: 5.5152 7.5913 4.2539
N: 6.9622 8.2292 3.5676
C: 7.4125 9.6008 3.6211
C: 7.2847 7.6468 2.2711
N: 5.2459 8.1259 5.9008
C: 6.3128 8.7785 6.6466
C: 4.6581 7.0822 6.7409
N: 4.5556 8.9704 3.6029
C: 4.1902 10.1247 4.4038
C: 3.3495 8.5143 2.9040
H: 6.8498 10.2663 2.9487
H: 8.4644 9.6473 3.3317
H: 7.3724 10.0124 4.6259
H: 6.6528 8.0631 1.4704
H: 7.1415 6.5651 2.2897
H: 8.3301 7.8248 2.0152
H: 7.2701 8.2469 6.5691
H: 6.0447 8.8451 7.7021
H: 6.4547 9.8132 6.3317
H: 5.4043 6.3637 7.0969
H: 3.8956 6.5236 6.1954
H: 4.1722 7.5334 7.6091
H: 3.5365 9.8881 5.2471
H: 3.6616 10.8302 3.7566
H: 5.0667 10.6585 4.7651
H: 2.6054 8.1172 3.6072
H: 3.6002 7.7187 2.1938
H: 2.8948 9.3211 2.3284

E_LUMO: -0.11358 Ha
Net charge: +1


Record 3
C29H78INO26P8 | ωB97M-V with the def2-TZVPD basis set

Geometry (Å):
C: 3.5335 3.0321 4.3606
C: 3.5943 1.4300 4.4024
C: 4.4519 0.9025 3.1310
P: 3.4702 -0.3161 2.0241
N: 2.6293 1.1166 1.3269
C: 1.7875 -1.0217 2.5765
C: 1.2140 -2.1634 1.5795
O: 0.0338 -2.5511 1.7306
C: 4.0105 -0.7313 0.2178
C: 5.5410 -0.3123 -0.0733
O: 6.5297 -0.8116 0.4731
I: 5.8928 1.2584 -1.5747
P: 4.6362 -1.9640 2.8857
C: 4.3681 -3.6180 2.0145
C: 5.2293 -4.7982 2.7398
C: 4.4735 -2.1019 4.7634
C: 3.2755 -3.0773 5.2691
H: 3.1998 3.3167 3.2946
H: 4.5556 3.4982 4.5802
H: 2.7386 3.3519 5.1268
H: 4.0677 1.1029 5.4004
H: 2.5151 1.0254 4.3479
H: 4.8911 1.7692 2.5118
H: 5.3561 0.3499 3.5720
H: 2.1764 1.6938 2.0494
H: 1.8552 0.8380 0.6970
H: 1.7354 -1.3444 3.6725
H: 1.0244 -0.1606 2.4815
H: 1.8774 -2.6557 0.7730
H: 3.7890 -1.8174 -0.0680
H: 3.3931 -0.0955 -0.5173
H: 4.8368 -3.5222 0.9672
H: 3.2949 -3.9983 1.9956
H: 6.1683 -4.3974 3.2539
H: 5.5902 -5.5755 1.9814
H: 4.5286 -5.3371 3.4733
H: 5.4439 -2.6053 5.1337
H: 4.4062 -1.1145 5.3200
H: 2.8843 -3.7548 4.4444
H: 2.4035 -2.3710 5.5414
H: 3.5699 -3.6163 6.2263
C: 4.4777 -8.5127 -3.0731
O: 4.4441 -7.3911 -2.1983
P: 3.1538 -6.4409 -2.2463
O: 1.9452 -7.0443 -2.8569
O: 3.6916 -5.1154 -2.9644
C: 4.2981 -5.2433 -4.2403
O: 3.0124 -5.9675 -0.7303
C: 1.7244 -6.0058 -0.1272
H: 5.5179 -8.7150 -3.3363
H: 4.0640 -9.3838 -2.5618
H: 3.9203 -8.3296 -3.9919
H: 3.8085 -6.0158 -4.8381
H: 5.3559 -5.4877 -4.1165
H: 4.2171 -4.2906 -4.7641
H: 1.5765 -6.9779 0.3474
H: 0.9296 -5.8235 -0.8518
H: 1.6773 -5.2299 0.6390
C: -1.6810 -10.9576 -1.2292
O: -1.7129 -9.8309 -0.3618
P: -3.0026 -8.8788 -0.4165
O: -4.2096 -9.4845 -1.0222
O: -2.4646 -7.5574 -1.1400
C: -1.8571 -7.6884 -2.4168
O: -3.1410 -8.3936 1.0978
C: -4.4259 -8.4237 1.7063
H: -0.6410 -11.1632 -1.4912
H: -2.0963 -11.8249 -0.7126
H: -2.2380 -10.7793 -2.1492
H: -2.3460 -8.4629 -3.0128
H: -0.7991 -7.9318 -2.2912
H: -1.9373 -6.7374 -2.9438
H: -4.5740 -9.3917 2.1895
H: -5.2229 -8.2458 0.9832
H: -4.4680 -7.6412 2.4660
C: -0.6473 4.2291 -2.4516
O: 0.6167 4.8697 -2.3345
P: 1.2765 4.9596 -0.8759
O: 0.7419 4.0023 0.1197
O: 1.1227 6.5049 -0.4883
C: -0.1758 7.0757 -0.5131
O: 2.8358 4.8497 -1.1921
C: 3.6258 3.9706 -0.4015
H: -1.1952 4.6905 -3.2764
H: -0.4973 3.1705 -2.6718
H: -1.2422 4.3331 -1.5440
H: -0.9314 6.3611 -0.1782
H: -0.4071 7.4081 -1.5281
H: -0.1917 7.9400 0.1513
H: 3.6416 2.9836 -0.8661
H: 3.2493 3.8925 0.6192
H: 4.6457 4.3582 -0.3644
C: -1.9277 -6.6853 4.8184
O: -1.9994 -5.5786 5.7095
P: -3.3059 -4.6503 5.6489
O: -4.4888 -5.2660 5.0054
O: -2.7794 -3.3041 4.9651
C: -2.1446 -3.4027 3.6987
O: -3.4849 -4.2020 7.1701
C: -4.7801 -4.2708 7.7495
H: -0.8788 -6.8653 4.5738
H: -2.3365 -7.5718 5.3073
H: -2.4690 -6.4974 3.8909
H: -2.6088 -4.1754 3.0811
H: -1.0861 -3.6306 3.8404
H: -2.2307 -2.4454 3.1858
H: -4.9189 -5.2520 8.2081
H: -5.5653 -4.0922 7.0137
H: -4.8531 -3.5066 8.5250
C: -4.1393 6.4174 -8.2025
O: -2.8747 7.0579 -8.0830
P: -2.2133 7.1457 -6.6251
O: -2.7471 6.1872 -5.6297
O: -2.3647 8.6893 -6.2341
C: -3.6627 9.2608 -6.2552
O: -0.6543 7.0358 -6.9420
C: 0.1330 6.1557 -6.1525
H: -4.6853 6.8809 -9.0267
H: -3.9903 5.3591 -8.4247
H: -4.7352 6.5196 -7.2952
H: -4.4167 8.5443 -5.9206
H: -3.8960 9.5960 -7.2688
H: -3.6782 10.1235 -5.5885
H: 0.1479 5.1686 -6.6191
H: -0.2463 6.0777 -5.1328
H: 1.1528 6.5412 -6.1130
C: -2.9790 11.6696 -0.7235
O: -3.7790 10.5136 -0.5047
P: -5.0801 10.3174 -1.4215
O: -5.0900 11.0984 -2.6794
O: -6.2937 10.6160 -0.4222
C: -6.3132 11.8619 0.2548
O: -5.1604 8.7322 -1.5763
C: -5.3929 8.1900 -2.8688
H: -2.5205 11.9576 0.2247
H: -2.1921 11.4352 -1.4429
H: -3.5692 12.5102 -1.0890
H: -5.9306 12.6655 -0.3791
H: -5.7109 11.7906 1.1638
H: -7.3415 12.0938 0.5327
H: -4.4347 8.0134 -3.3625
H: -6.0095 8.8491 -3.4820
H: -5.9122 7.2370 -2.7575

SMILES: CCCP(N)(CC=O)(CC(=O)I)P(CC)CC.COP(=O)(OC)OC.COP(=O)(OC)OC.COP(=O)(OC)OC.COP(=O)(OC)OC.COP(=O)(OC)OC.COP(=O)(OC)OC
E_LUMO: 0.00223 Ha


| no. | frontier orbital gap (eV) | HOMO (Eh) | total energy (eV) |
| --- | --- | --- | --- |
| 1 | 7.6 | -0.86692 | -75308.4771 |
| 2 | 6.0 | -0.33260 | -209502.0707 |
| 3 | 7.3 | -0.26505 | -168483.5135 |